{
  "formula": "C24H38N2O5",
  "method": "ωB97M-V/def2-TZVPD",
  "elements": ["C", "O", "C", "C", "O", "C", "C", "C", "N", "C", "O", "C", "C", "C", "C", "O", "C", "C", "O", "C", "C", "C", "N", "C", "C", "C", "C", "C", "C", "C", "C", "H", "H", "H", "H", "H", "H", "H", "H", "H", "H", "H", "H", "H", "H", "H", "H", "H", "H", "H", "H", "H", "H", "H", "H", "H", "H", "H", "H", "H", "H", "H", "H", "H", "H", "H", "H", "H", "H"],
  "coordinates": [[1.38933, -1.95696, -7.55862], [1.76145, -3.25066, -7.15061], [1.29215, -3.62174, -5.87813], [2.00272, -2.87851, -4.72983], [1.94288, -3.55463, -3.49672], [0.66771, -3.69790, -2.89294], [0.05561, -2.36377, -2.44231], [-1.22553, -2.62037, -1.64577], [-0.96334, -3.48567, -0.52445], [-1.14978, -3.18779, 0.78417], [-0.98141, -4.01199, 1.66485], [-1.58806, -1.79352, 1.10253], [-2.77675, -1.58605, 1.78332], [-3.15914, -0.30365, 2.13355], [-2.36908, 0.79912, 1.83285], [-2.73377, 2.08656, 2.13529], [-3.90726, 2.30130, 2.88017], [-1.13512, 0.59362, 1.18210], [-0.25199, 1.55037, 0.78420], [-0.10338, 2.77166, 1.49878], [0.99204, 3.56122, 0.78714], [1.26556, 4.85911, 1.54265], [1.69094, 4.55073, 2.89256], [2.33208, 5.63485, 3.62324], [3.71768, 5.91763, 3.03921], [1.51236, 6.92990, 3.71117], [0.62892, 3.88083, 3.61256], [0.32355, 2.54111, 2.94785], [-0.77568, -0.70239, 0.82852], [-0.43130, -4.77634, -0.90366], [0.87587, -4.59526, -1.67048], [1.89320, -1.18009, -6.97391], [0.30425, -1.81416, -7.48051], [1.68956, -1.86946, -8.60106], [1.50957, -4.68935, -5.78833], [0.20295, -3.46854, -5.82240], [1.61558, -1.85500, -4.63584], [3.06956, -2.82897, -4.96471], [-0.02684, -4.19330, -3.59058], [-0.18362, -1.73586, -3.30171], [0.78297, -1.83791, -1.82211], [-1.65239, -1.68004, -1.29713], [-1.95852, -3.11454, -2.29920], [-3.40590, -2.42538, 2.03420], [-4.09880, -0.16840, 2.64442], [-3.87050, 1.79178, 3.84823], [-3.95500, 3.37743, 3.04206], [-4.79863, 1.98099, 2.33139], [-1.04055, 3.34079, 1.47431], [1.89767, 2.95515, 0.76182], [0.68846, 3.77557, -0.23805], [2.05904, 5.40843, 1.03619], [0.34899, 5.47718, 1.52965], [2.47655, 5.25385, 4.64191], [4.24107, 4.98142, 2.86758], [3.65000, 6.45858, 2.09888], [4.29473, 6.52137, 3.73491], [2.01889, 7.64175, 4.35774], [1.39676, 7.38080, 2.72842], [0.52583, 6.73308, 4.12488], [0.95568, 3.70874, 4.64094], [-0.29948, 4.48168, 3.64258], [-0.46246, 2.02409, 3.49985], [1.22046, 1.91960, 2.95385], [0.17733, -0.83128, 0.33970], [-0.27002, -5.34765, 0.01190], [-1.16447, -5.30036, -1.52921], [1.26238, -5.56141, -1.99283], [1.62271, -4.12909, -1.02723]],
  "forces_ev_per_a": [[0.01, 0.03, -0.01], [0.13, -0.06, -0.03], [0.03, -0.04, 0.35], [0.01, 0.05, -0.35], [-0.05, -0.16, 0.14], [0.02, 0.05, 0.36], [-0.06, -0.29, -0.22], [0.02, 0.36, -0.25], [0.06, -0.12, -0.19], [-0.14, 0.02, 0.02], [-0.02, -0.06, 0.29], [-0.04, 0.23, 0.31], [0.15, -0.11, -0.14], [-0.04, 0.12, 0.04], [0.07, 0.18, 0.00], [0.38, -0.29, -0.28], [-0.20, 0.05, 0.11], [-0.05, -0.20, 0.02], [-0.21, -0.06, -0.19], [0.37, 0.50, 0.35], [-0.32, -0.04, 0.07], [0.09, -0.19, -0.15], [-0.07, -0.10, 0.06], [0.21, 0.25, 0.01], [-0.24, -0.10, 0.20], [0.09, -0.37, 0.07], [0.01, -0.23, 0.02], [-0.26, 0.08, -0.15], [-0.20, 0.12, 0.15], [0.32, -0.27, 0.20], [-0.25, 0.10, -0.38], [-0.03, 0.02, -0.03], [0.01, 0.01, -0.01], [-0.04, 0.11, 0.02], [-0.09, 0.07, 0.10], [0.06, -0.08, -0.02], [0.09, -0.05, -0.01], [-0.12, 0.09, -0.09], [0.02, 0.02, 0.07], [0.01, 0.07, -0.03], [0.05, 0.05, 0.02], [-0.03, -0.16, -0.13], [-0.02, 0.09, 0.05], [-0.06, -0.09, 0.05], [-0.08, 0.07, 0.04], [-0.01, 0.00, -0.04], [-0.05, -0.08, 0.02], [0.04, -0.01, 0.04], [0.21, -0.09, -0.01], [0.07, -0.01, -0.03], [-0.02, -0.01, -0.05], [-0.07, 0.06, -0.03], [0.08, 0.06, -0.01], [-0.02, 0.03, -0.10], [0.09, -0.08, -0.02], [0.03, 0.09, -0.12], [0.09, 0.12, 0.02], [0.02, 0.13, 0.06], [-0.03, 0.09, -0.10], [-0.14, 0.06, 0.04], [-0.06, 0.06, -0.02], [0.03, 0.02, 0.07], [-0.03, -0.04, 0.02], [0.03, -0.03, 0.02], [0.14, 0.01, -0.09], [-0.09, 0.02, -0.19], [0.00, -0.01, 0.06], [0.04, -0.04, -0.01], [0.05, 0.02, 0.05]],
  "mulliken_charge": [-0.701, -0.403, -0.320, -0.443, -0.431, 0.357, -0.390, -1.071, 0.192, 0.371, -0.683, 0.011, -1.384, -0.598, 0.858, -0.330, -1.055, 0.826, -0.448, 0.071, -0.950, -0.582, 0.219, 0.260, -1.596, -1.393, -0.908, -0.516, -0.217, -1.043, -0.781, 0.284, 0.306, 0.248, 0.251, 0.316, 0.318, 0.353, 0.186, 0.410, 0.092, 0.442, 0.337, 0.464, 0.430, 0.416, 0.272, 0.341, 0.148, 0.302, 0.390, 0.430, 0.319, 0.343, 0.377, 0.349, 0.468, 0.463, 0.291, 0.351, 0.485, 0.273, 0.400, 0.243, 0.499, 0.470, 0.369, 0.377, 0.264],
  "multiplicity": 1,
  "homo_energy_ev": -8.26,
  "charge": 0,
  "total_energy_ev": -38721.5252,
  "largest_force_ev_per_a": 0.710,
  "relative_energy_kj_mol": 23.4,
  "smiles": "COCCOC1CCN(C(=O)c2ccc(OC)c(OC3CCN(C(C)C)CC3)c2)CC1",
  "homo_lumo_gap_ha": 0.328
}